1.
{
  "formula": "C3H7N3S",
  "method": "ωB97M-V with the def2-TZVPD basis set",
  "species": ["C", "C", "C", "N", "N", "N", "S", "H", "H", "H", "H", "H", "H", "H"],
  "positions_angstrom": [[-0.74772, -1.28957, -0.80023], [0.33918, 0.08123, 0.73148], [1.43430, 1.03062, 0.20915], [0.29702, -1.98113, -0.08716], [0.92173, -1.21638, 0.63207], [-0.82425, 0.04761, -0.32895], [-2.24565, 0.68410, 0.32719], [-0.58766, -1.34951, -1.88337], [-1.72059, -1.97280, -0.51462], [-0.02235, 0.35042, 1.74135], [1.92543, 0.79857, -0.67848], [2.19051, 1.06653, 0.93240], [0.93210, 2.00587, -0.02754], [-1.89204, 1.74445, -0.25330]],
  "smiles": "C[C@@H]1N=NCN1S",
  "gap_ev": 9.8,
  "homo_energy_ev": -8.98,
  "mol_weight_da": 117.18,
  "spin_multiplicity": 1,
  "e_lumo_ev": 0.78
}

***

2.
{
  "formula": "C3H7N3S",
  "method": "ωB97M-V with the def2-TZVPD basis set",
  "species": ["C", "C", "C", "H", "H", "H", "H", "H", "H", "H", "N", "N", "N", "S"],
  "positions_angstrom": [[1.93698, 1.79165, 0.40395], [1.01384, 0.86506, -0.37446], [-1.66155, -1.37999, -0.33732], [2.49130, 2.43396, -0.27742], [1.37171, 2.40016, 1.12303], [2.68592, 1.16553, 0.85704], [1.04200, 0.87955, -1.44759], [-0.63308, -0.38408, -1.77862], [-2.40443, -2.24679, 1.34869], [-1.10291, -1.19587, 1.62063], [0.24819, -0.03643, 0.08995], [-0.67113, -0.53923, -0.79690], [-1.63757, -1.71895, 0.96863], [-2.67928, -2.03457, -1.39961]],
  "smiles": "C/C=N/NC(N)=S",
  "gap_ev": 9.1,
  "homo_energy_ev": -8.27,
  "mol_weight_da": 117.18,
  "spin_multiplicity": 1,
  "e_lumo_ev": 0.87
}

***

3.
{
  "formula": "C3H7N3S",
  "method": "ωB97M-V with the def2-TZVPD basis set",
  "species": ["C", "C", "C", "H", "H", "H", "H", "H", "H", "H", "N", "N", "N", "S"],
  "positions_angstrom": [[1.33589, -0.12281, 0.91778], [-0.03140, -0.50700, 1.21650], [-2.23468, 0.61134, -1.90867], [0.71031, -0.27783, -1.04049], [2.61422, -0.40280, -0.79556], [2.00745, 0.29900, 2.62689], [-0.12215, -1.59505, 0.86873], [-0.51032, -0.56715, 2.19058], [-3.55318, 0.82071, -1.65097], [-1.74285, 0.50754, -3.01070], [1.51163, -0.37491, -0.40291], [2.31660, 0.23903, 1.69510], [-0.98583, 0.62532, -1.20106], [-1.31570, 0.74459, 0.49478]],
  "gap_ev": 8.6,
  "homo_energy_ev": -8.80,
  "mol_weight_da": 117.18,
  "spin_multiplicity": 1,
  "e_lumo_ev": -0.19
}